ORCA calculation (ωB97M-V with the def2-TZVPD basis set) on 2 unconnected molecules or ions with the total composition CH3F3N2P.

Values from the calculation:
E_HOMO (spin up / spin down)   -15.1409 / -15.1395 eV
Frontier orbital gap (spin up / spin down)   8.0 / 8.0 eV
Charge   +1
Energy relative to the best compared isomer or geometry (same formula, charge and spin)   424.82 kJ/mol

Geometry as XYZ:
```
10
Properties=species:S:1:pos:R:3:forces:R:3
C 0.542 -0.541 -0.017 -4.12 0.27 -1.96
N 0.847 0.689 0.114 -1.92 0.72 -1.75
N -1.382 -1.002 -0.896 5.37 2.01 0.40
F 1.149 -1.555 0.332 0.99 -0.92 1.02
F -2.539 -0.524 1.394 -0.21 -0.29 -2.11
F -2.353 1.074 -0.338 -0.52 -0.67 -0.07
P -2.721 -0.497 -0.256 -1.56 2.62 3.49
H 0.192 1.221 -0.575 1.47 -0.28 2.07
H 1.506 1.153 0.758 0.02 -0.38 -0.55
H -1.205 -1.935 -1.018 0.49 -3.09 -0.55
```
Forces are in eV/Å.